1.
Here is a molecular structure, C4H7NO from the Open Molecules 2025 dataset. Energies are from ωB97M-V with the def2-TZVPD basis set.

```
! RIJCOSX wB97M-V def2-TZVPD def2/J DEFGRID3
* xyz 0 1
C -0.20 0.56 -0.73
C -0.92 -0.92 0.42
N 0.07 1.66 0.00
C 0.59 -0.63 -0.62
C 1.94 -0.50 0.01
O 2.10 -0.44 1.21
H -0.88 0.71 -1.56
H -0.57 2.43 0.03
H 0.77 1.60 0.73
H 0.50 -1.32 -1.45
H -1.20 -1.89 0.05
H -1.82 -0.31 0.54
H -0.38 -0.95 1.37
*
```

Values from the calculation:
E (a.u.): -286.4437
Frontier orbital gap (eV): 6.70
Energy relative to the best compared isomer or geometry (same formula, charge and spin) (kcal/mol): 117.91
Molar mass (g mol⁻¹): 85.11
Strongest force on any atom (eV/Å): 0.56

Atomic partial charges in e from the Löwdin method, atoms 1 to 2: number 1, C, carries -0.24; number 2, C, carries 0.02

2.
Here is a molecular structure, C6H13NO at a distorted geometry from the Open Molecules 2025 dataset. Energies are from ωB97M-V with the def2-TZVPD basis set.

```
! RIJCOSX wB97M-V def2-TZVPD def2/J DEFGRID3
* xyz 0 1
C -1.57 0.34 3.08
C -1.51 0.10 1.57
N -0.12 -0.06 1.11
C -0.03 -0.19 -0.13
C 1.28 0.13 -0.91
C 1.05 1.37 -1.80
C 1.74 -1.16 -1.59
O -0.96 -0.49 -1.04
H -1.49 1.36 3.45
H -2.38 -0.17 3.60
H -0.70 -0.15 3.52
H -2.03 0.87 1.00
H -2.05 -0.83 1.45
H -0.38 -1.33 -0.79
H 2.02 0.46 -0.18
H 1.52 2.24 -1.33
H 1.50 1.26 -2.79
H 0.00 1.60 -1.91
H 2.01 -1.84 -0.78
H 0.99 -1.59 -2.25
H 2.64 -0.98 -2.19
*
```

Values from the calculation:
E (a.u.): -366.3185
Frontier orbital gap (eV): 10.46
Energy relative to the best compared isomer or geometry (same formula, charge and spin) (kcal/mol): 72.41
Molar mass (g mol⁻¹): 115.18
Strongest force on any atom (eV/Å): 5.86

Atomic partial charges in e from the Löwdin method, atoms 1 to 2: number 1, C, carries -0.11; number 2, C, carries -0.27

3.
Here is 3 unconnected molecules or ions with the total composition C4H14O2 at a distorted geometry from the Open Molecules 2025 dataset. Energies are from ωB97M-V with the def2-TZVPD basis set.

```
! RIJCOSX wB97M-V def2-TZVPD def2/J DEFGRID3
* xyz 0 1
C 1.07 2.86 0.87
C 1.13 1.36 1.13
C -0.14 0.90 1.86
C -0.57 -0.53 1.44
H 0.96 3.44 1.80
H 0.19 3.11 0.28
H 1.95 3.31 0.41
H 2.00 1.15 1.75
H 1.21 0.87 0.16
H -0.92 1.54 1.55
H 0.02 0.94 2.94
H -1.33 -0.40 0.66
H -1.14 -1.05 2.20
H 0.30 -1.16 1.29
H -3.16 -5.74 -2.13
H -3.50 -5.07 -0.79
O -2.92 -5.01 -1.56
H 1.45 -0.04 -5.39
H 2.05 -0.49 -4.03
O 1.34 0.00 -4.43
*
```

Values from the calculation:
E (a.u.): -311.2521
Frontier orbital gap (eV): 12.07
Structure (SMILES): CCCC.O.O
Energy relative to the best compared isomer or geometry (same formula, charge and spin) (kcal/mol): 17.46
Molar mass (g mol⁻¹): 94.15
Strongest force on any atom (eV/Å): 1.79

Atomic partial charges in e from the Löwdin method, atoms 1 to 2: number 1, C, carries -0.13; number 2, C, carries -0.27

4.
Here is a molecular structure, C46H125BF6HgN12O15S2 at a distorted geometry from the Open Molecules 2025 dataset. Energies are from ωB97M-V with the def2-TZVPD basis set.

```
! RIJCOSX wB97M-V def2-TZVPD def2/J DEFGRID3
* xyz -1 2
Hg 1.97 1.59 2.12
C -0.53 3.22 -0.95
F -0.11 2.24 -1.86
F 0.54 4.08 -0.87
F -1.57 3.86 -1.39
S -0.87 2.55 0.85
O -0.26 3.52 1.75
O -2.36 2.46 1.06
N 0.21 1.13 0.85
S -0.83 -0.01 0.49
O -1.61 -0.46 1.62
O -1.67 0.30 -0.65
C 0.23 -1.61 -0.02
F 1.26 -1.13 -0.77
F 0.68 -2.20 1.07
F -0.49 -2.41 -0.77
B 3.34 3.66 1.49
H 3.42 4.32 2.33
H 3.77 2.70 1.74
H 2.29 3.51 1.28
H 3.80 4.08 0.60
C -5.06 3.31 2.83
C -5.30 1.98 3.61
C -6.36 1.13 2.91
O -6.78 0.20 3.89
C -7.64 -0.84 3.45
N -4.04 1.30 3.80
H -6.00 3.78 2.56
H -4.64 3.02 1.87
H -4.34 3.90 3.40
H -5.66 2.14 4.63
H -6.02 0.68 1.98
H -7.21 1.74 2.63
H -8.64 -0.54 3.12
H -7.86 -1.42 4.34
H -7.10 -1.52 2.78
H -3.58 1.05 2.93
H -4.17 0.52 4.42
C 0.79 6.53 1.03
C 2.11 6.87 0.21
C 1.92 8.08 -0.74
O 3.10 8.43 -1.41
C 2.93 9.29 -2.53
N 3.21 7.17 1.15
H 0.03 6.14 0.34
H 0.36 7.43 1.45
H 0.99 5.82 1.83
H 2.37 6.07 -0.49
H 1.50 8.94 -0.22
H 1.19 7.67 -1.45
H 1.99 9.80 -2.71
H 2.96 8.63 -3.40
H 3.88 9.81 -2.68
H 2.67 7.60 1.89
H 3.56 7.99 0.68
C -0.89 -0.18 5.32
C -0.19 0.90 4.36
C 0.33 2.24 5.07
O 1.39 2.70 4.17
C 2.05 3.89 4.66
N 0.84 0.14 3.57
H -0.24 -0.49 6.13
H -1.37 -0.97 4.75
H -1.83 0.29 5.62
H -0.98 1.15 3.66
H 0.83 2.12 6.04
H -0.43 3.02 5.12
H 1.58 4.74 4.16
H 3.10 3.72 4.44
H 2.01 4.13 5.72
H 1.32 -0.45 4.23
H 0.31 -0.55 3.07
C 1.16 -3.06 7.03
C 1.87 -2.99 5.64
C 2.45 -4.30 5.24
O 3.02 -4.18 3.97
C 3.30 -5.38 3.23
N 1.03 -2.39 4.68
H 0.77 -2.19 7.57
H 1.92 -3.45 7.70
H 0.38 -3.82 7.05
H 2.71 -2.33 5.83
H 1.55 -4.93 5.23
H 3.20 -4.64 5.95
H 3.69 -5.11 2.24
H 2.33 -5.87 3.13
H 3.99 -5.97 3.83
H 0.05 -2.62 4.75
H 1.47 -2.79 3.86
C -4.30 -4.87 1.78
C -3.85 -3.82 2.73
C -2.45 -4.29 3.39
O -1.94 -3.39 4.35
C -2.87 -3.18 5.50
N -3.65 -2.55 1.93
H -3.57 -5.08 0.99
H -5.20 -4.51 1.28
H -4.69 -5.81 2.17
H -4.65 -3.69 3.45
H -1.75 -4.62 2.62
H -2.85 -5.14 3.93
H -2.42 -2.80 6.42
H -3.30 -4.14 5.79
H -3.78 -2.59 5.45
H -4.54 -2.08 1.85
H -3.10 -1.97 2.54
C 3.00 2.72 -2.94
C 3.90 1.40 -3.05
C 4.96 1.52 -4.07
O 5.90 2.58 -3.65
C 7.21 2.47 -4.26
N 4.52 0.99 -1.74
H 2.51 2.91 -1.98
H 2.18 2.70 -3.66
H 3.62 3.61 -3.06
H 3.21 0.74 -3.57
H 4.45 1.81 -4.99
H 5.45 0.55 -4.18
H 7.83 3.21 -3.75
H 7.35 2.70 -5.32
H 7.68 1.49 -4.19
H 5.12 1.78 -1.51
H 5.21 0.27 -1.93
C -3.44 -1.78 -6.40
C -2.87 -1.35 -5.07
C -1.51 -0.62 -4.97
O -0.43 -1.47 -5.32
C 0.13 -2.18 -4.27
N -3.81 -0.73 -4.21
H -3.17 -1.00 -7.11
H -4.51 -1.93 -6.24
H -3.06 -2.77 -6.66
H -2.68 -2.29 -4.55
H -1.46 -0.06 -4.04
H -1.47 0.25 -5.63
H -0.37 -3.04 -3.81
H 0.41 -1.49 -3.48
H 1.08 -2.57 -4.62
H -4.34 -1.51 -3.84
H -4.41 -0.27 -4.88
C -0.41 4.25 -4.62
C -1.45 4.18 -5.72
C -2.60 3.20 -5.35
O -3.13 3.62 -4.14
C -3.49 2.60 -3.19
N -1.87 5.54 -5.88
H 0.42 4.94 -4.77
H 0.14 3.31 -4.52
H -0.86 4.57 -3.69
H -1.01 3.80 -6.65
H -2.31 2.16 -5.33
H -3.40 3.26 -6.08
H -3.74 3.21 -2.32
H -2.73 1.86 -2.90
H -4.39 2.18 -3.64
H -2.73 5.60 -6.42
H -2.07 6.00 -5.01
C 6.90 -4.81 -3.52
C 5.59 -4.02 -3.35
C 4.41 -4.95 -2.93
O 3.26 -4.08 -2.74
C 2.20 -4.75 -2.11
N 6.03 -2.98 -2.37
H 6.72 -5.61 -4.23
H 7.34 -5.14 -2.57
H 7.59 -4.21 -4.11
H 5.24 -3.44 -4.21
H 4.74 -5.45 -2.02
H 4.16 -5.66 -3.72
H 2.42 -5.03 -1.08
H 1.82 -5.58 -2.70
H 1.30 -4.13 -2.09
H 6.72 -2.30 -2.66
H 5.25 -2.42 -2.09
C 4.37 -1.91 0.94
C 3.57 -0.90 1.76
C 4.07 -0.62 3.17
O 3.53 0.60 3.65
C 4.02 0.90 4.92
N 3.57 0.25 0.91
H 3.84 -2.23 0.04
H 4.40 -2.87 1.45
H 5.44 -1.75 0.83
H 2.55 -1.29 1.77
H 5.13 -0.67 3.46
H 3.71 -1.53 3.65
H 4.20 0.09 5.62
H 3.31 1.53 5.45
H 4.98 1.41 4.76
H 4.47 0.69 1.04
H 3.57 0.06 -0.08
C -7.32 -4.30 -3.87
C -5.91 -4.90 -3.89
C -5.20 -4.64 -2.50
O -4.75 -3.28 -2.60
C -3.70 -2.82 -1.72
N -5.96 -6.34 -4.18
H -7.88 -4.36 -4.80
H -7.24 -3.24 -3.65
H -8.03 -4.64 -3.11
H -5.34 -4.44 -4.70
H -4.37 -5.31 -2.28
H -5.92 -4.66 -1.68
H -3.65 -1.75 -1.55
H -2.78 -3.11 -2.23
H -3.80 -3.32 -0.76
H -6.35 -6.33 -5.11
H -5.00 -6.63 -4.26
*
```

Values from the calculation:
E (a.u.): -5186.5225
Frontier orbital gap (alpha / beta) (eV): 2.21 / 7.51
Energy relative to the best compared isomer or geometry (same formula, charge and spin) (kcal/mol): 63.19
⟨S²⟩: 0.76
Molar mass (g mol⁻¹): 1476.10
Strongest force on any atom (eV/Å): 4.93

Atomic partial charges in e from the Löwdin method, atoms 1 to 2: number 1, Hg, carries 1.14; number 2, C, carries -0.60

5.
Here is a molecular structure, C42H44BCuN8SbSe at a distorted geometry from the Open Molecules 2025 dataset. Energies are from ωB97M-V with the def2-TZVPD basis set.

```
! RIJCOSX wB97M-V def2-TZVPD def2/J DEFGRID3
* xyz 0 2
Cu 0.48 0.04 0.10
C 4.69 0.08 0.18
C 3.56 -0.38 -0.50
N 2.47 0.12 0.06
N 2.85 0.90 1.08
C 4.19 0.88 1.18
B 1.84 1.79 1.87
N 0.95 2.58 0.89
C 0.63 3.89 0.91
C -0.22 4.14 -0.14
C -0.38 2.91 -0.77
N 0.33 1.99 -0.14
N 0.92 0.88 2.72
C 0.74 0.69 4.04
C -0.30 -0.18 4.23
C -0.72 -0.51 2.94
N 0.02 0.14 2.06
N 2.69 2.81 2.62
C 3.03 3.05 3.91
C 3.98 4.05 3.92
C 4.16 4.36 2.57
N 3.39 3.61 1.81
H 5.71 -0.13 -0.04
H 3.50 -1.04 -1.34
H 4.71 1.41 1.95
H 1.02 4.55 1.65
H -0.66 5.08 -0.42
H -0.97 2.64 -1.63
H 1.36 1.16 4.77
H -0.70 -0.52 5.16
H -1.51 -1.16 2.61
H 2.59 2.54 4.74
H 4.46 4.47 4.78
H 4.81 5.08 2.12
C -8.84 -0.02 -0.01
C -7.34 -0.06 -0.04
C -6.66 -0.35 -1.21
C -5.28 -0.35 -1.26
C -4.57 -0.66 -2.54
C -4.55 -0.04 -0.10
Se -2.65 0.08 -0.24
C -5.22 0.23 1.10
C -4.51 0.55 2.38
C -6.60 0.21 1.10
H -9.26 -0.25 -0.99
H -9.19 0.96 0.30
H -9.23 -0.75 0.71
H -7.22 -0.58 -2.11
H -5.28 -0.90 -3.33
H -3.89 -1.49 -2.41
H -3.98 0.20 -2.86
H -3.43 0.57 2.24
H -4.75 -0.19 3.14
H -4.82 1.52 2.75
H -7.12 0.43 2.03
C -2.94 -4.13 -0.44
C -2.00 -5.06 0.27
C -2.44 -6.30 0.71
C -1.60 -7.16 1.39
C -0.29 -6.78 1.64
C 0.16 -5.55 1.20
C -0.68 -4.69 0.50
Sb 0.04 -2.73 -0.11
C 2.04 -3.08 0.67
C 2.25 -2.43 1.88
C 3.49 -2.43 2.48
C 4.56 -3.06 1.86
C 4.34 -3.74 0.68
C 3.08 -3.80 0.09
C 2.86 -4.68 -1.10
C 0.20 -3.17 -2.24
C 0.00 -4.47 -2.68
C 0.09 -4.80 -4.02
C 0.42 -3.82 -4.94
C 0.59 -2.51 -4.51
C 0.45 -2.16 -3.17
C 0.53 -0.71 -2.78
H -3.93 -4.56 -0.54
H -2.56 -3.89 -1.44
H -3.03 -3.19 0.11
H -3.46 -6.59 0.52
H -1.96 -8.11 1.73
H 0.38 -7.43 2.18
H 1.18 -5.25 1.40
H 1.42 -1.95 2.37
H 3.63 -1.95 3.44
H 5.54 -3.03 2.30
H 5.16 -4.26 0.20
H 3.71 -5.34 -1.25
H 2.72 -4.10 -2.02
H 1.97 -5.29 -0.95
H -0.23 -5.25 -1.96
H -0.07 -5.82 -4.34
H 0.52 -4.06 -5.98
H 0.83 -1.74 -5.23
H 0.67 -0.08 -3.65
H 1.37 -0.53 -2.10
H -0.38 -0.40 -2.28
*
```

Values from the calculation:
E (a.u.): -6371.9894
Frontier orbital gap (alpha / beta) (eV): 8.06 / 5.65
Energy relative to the best compared isomer or geometry (same formula, charge and spin) (kcal/mol): 11.89
⟨S²⟩: 0.76
Molar mass (g mol⁻¹): 935.95
Strongest force on any atom (eV/Å): 1.28

Atomic partial charges in e from the Löwdin method, atoms 1 to 2: number 1, Cu, carries -0.01; number 2, C, carries -0.05

6.
Here is C3H4BrNO4 in the gas phase at a distorted geometry from the Open Molecules 2025 dataset. Energies are from ωB97M-V with the def2-TZVPD basis set.

```
! RIJCOSX wB97M-V def2-TZVPD def2/J DEFGRID3
* xyz 0 1
C -0.66 1.00 -0.36
C 0.66 -0.63 0.31
C -0.16 0.20 -1.57
N -1.46 -0.51 -2.26
O -2.32 0.26 -2.54
O -1.48 -1.70 -2.36
O 0.23 0.59 0.68
O 0.72 -0.78 -1.11
Br 0.41 1.29 -3.05
H -0.53 2.08 -0.74
H -1.68 0.75 -0.12
H 1.62 -0.96 0.79
H -0.25 -1.37 0.59
*
```

Values from the calculation:
E (a.u.): -3046.2957
Frontier orbital gap (eV): 10.63
Structure (SMILES): O=[N+]([O-])[C@@]1(Br)COCO1
Energy relative to the best compared isomer or geometry (same formula, charge and spin) (kcal/mol): 7.77
Molar mass (g mol⁻¹): 197.97
Strongest force on any atom (eV/Å): 5.13

Atomic partial charges in e from the Löwdin method, atoms 1 to 2: number 1, C, carries -0.13; number 2, C, carries -0.24

7.
Here is C3HN3O2 in the gas phase at a distorted geometry from the Open Molecules 2025 dataset. Energies are from ωB97M-V with the def2-TZVPD basis set.

```
! RIJCOSX wB97M-V def2-TZVPD def2/J DEFGRID3
* xyz 0 1
C -0.06 -0.64 -0.24
C 0.13 0.60 0.26
C 0.91 1.69 -0.18
H 0.44 -2.28 -1.20
N -1.06 -1.20 0.49
N -1.54 -0.42 1.31
N 1.47 2.69 -0.37
O 0.50 -1.22 -1.30
O -0.80 0.78 1.25
*
```

Values from the calculation:
E (a.u.): -429.5739
Frontier orbital gap (eV): 9.84
Structure (SMILES): N#Cc1onnc1O
Energy relative to the best compared isomer or geometry (same formula, charge and spin) (kcal/mol): 49.31
Molar mass (g mol⁻¹): 111.06
Strongest force on any atom (eV/Å): 3.55

Atomic partial charges in e from the Löwdin method, atoms 1 to 2: number 1, C, carries -0.37; number 2, C, carries -0.20

8.
Here is 3 unconnected molecules or ions with the total composition CH8NO3 at a distorted geometry from the Open Molecules 2025 dataset. Energies are from ωB97M-V with the def2-TZVPD basis set.

```
! RIJCOSX wB97M-V def2-TZVPD def2/J DEFGRID3
* xyz -1 1
N 1.23 -0.46 1.68
C 0.86 -0.18 0.12
O -0.46 0.20 -0.23
H 0.45 0.08 2.04
H 2.05 0.11 1.79
H 1.37 -1.15 -0.44
H 1.53 0.71 -0.01
H 0.25 0.38 -2.30
H 0.96 -0.43 -3.37
O 0.56 0.43 -3.30
H -1.73 -0.23 0.94
H -1.86 0.77 1.97
O -2.20 -0.12 1.89
*
```

Values from the calculation:
E (a.u.): -323.3572
Frontier orbital gap (eV): 8.07
Energy relative to the best compared isomer or geometry (same formula, charge and spin) (kcal/mol): 33.97
Molar mass (g mol⁻¹): 82.08
Strongest force on any atom (eV/Å): 3.12

Atomic partial charges in e from the Löwdin method, atoms 1 to 2: number 1, N, carries -0.06; number 2, C, carries -0.47